Record 1
Entry from the Open Molecules 2025 dataset: a structure of composition C50H53Ge2N5NiS7 at a distorted geometry (wB97M-V/def2-TZVPD).

Computed properties:
**⟨S²⟩**: 2.0095
**LUMO (spin up / spin down)**: 0.136 / 0.136 hartree
**HOMO-LUMO gap (spin up / spin down)**: 4.9 / 4.9 eV
**E_HOMO (spin up / spin down)**: -0.04274 / -0.04264 Ha
**Spin multiplicity**: 3
**ΔE to the lowest compared entry with this formula, charge and spin**: 0.0 kcal/mol
**Total charge**: -2

Cartesian coordinates (Å):
Ni: -1.84289 -0.73369 2.22914
S: -2.31588 -3.62885 6.29944
C: -2.74640 -2.16051 5.69690
S: -3.42963 -0.97476 6.73698
S: -2.80385 -2.17260 3.91603
C: -0.07611 -0.81264 -7.27714
C: -0.05974 -1.50891 -5.88362
C: 1.08181 -1.29008 -5.14834
C: 1.24632 -1.86567 -3.88010
C: 2.44761 -1.59618 -2.99131
C: 0.19072 -2.67032 -3.43466
C: -0.93996 -2.89455 -4.17697
C: -2.02269 -3.80242 -3.70558
C: -1.09567 -2.28125 -5.40576
C: 0.46665 -3.59728 -2.27037
C: 0.87240 -4.88713 -2.54065
C: 1.32756 -5.72307 -1.55209
C: 1.51197 -5.24242 -0.24508
C: 1.04877 -3.98209 0.10293
C: 0.57424 -3.12064 -0.92193
Ge: -0.51198 -1.61709 -0.33552
S: -2.39127 -2.27542 0.53434
S: -0.33843 0.09407 -1.88731
Ge: -0.50989 1.38936 -0.06674
S: -2.53607 1.34636 0.68789
S: 0.38874 -0.24806 1.31211
C: 0.29484 3.19488 -0.55767
C: -0.07752 3.84220 -1.74991
C: 0.38936 5.11990 -2.06665
C: 1.10957 5.84293 -1.10379
C: 1.48127 5.21701 0.08221
C: 1.07944 3.94818 0.39075
C: 1.56022 3.33272 1.63316
C: 0.80083 3.28181 2.79253
C: -0.56478 3.96295 2.78677
C: 1.26059 2.56229 3.88521
C: 2.40232 1.79080 3.85887
C: 2.88346 1.01506 5.05971
C: 3.08990 1.73069 2.63686
C: 2.77240 2.52829 1.57823
C: 3.44678 2.31506 0.25390
C: -1.01160 3.28399 -2.70906
C: -0.47699 2.58409 -3.81592
C: 1.03448 2.42717 -4.07800
C: -1.34618 1.96018 -4.67910
C: -2.71500 2.01805 -4.53563
C: -3.54573 1.10904 -5.41143
C: -3.21546 2.73884 -3.48863
C: -2.39547 3.38025 -2.60028
C: -3.03410 4.13682 -1.43005
C: 1.06764 -3.52144 1.55682
C: 0.10858 -3.97951 2.41852
C: -0.97306 -5.00389 2.05719
C: 0.16466 -3.58708 3.76965
C: 1.12331 -2.72296 4.22118
C: 1.13976 -2.29686 5.66334
C: 2.15205 -2.38882 3.34659
C: 2.09884 -2.69510 1.99069
C: 3.15940 -2.06328 1.03560
H: 0.37452 0.18042 -7.21117
H: -1.05009 -0.70146 -7.72372
H: 0.53642 -1.37368 -7.97203
H: 1.83554 -0.63008 -5.57399
H: 3.13898 -0.89640 -3.45696
H: 3.02149 -2.45732 -2.67535
H: 2.04151 -1.12223 -2.07562
H: -1.94107 -4.83947 -4.11176
H: -2.97184 -3.47467 -4.04215
H: -2.04567 -3.88389 -2.63233
H: -1.96739 -2.49760 -6.05756
H: 0.80741 -5.23007 -3.51458
H: 1.61038 -6.73667 -1.81482
H: 1.92668 -5.83311 0.58801
H: 0.03647 5.53572 -3.00185
H: 1.49488 6.82151 -1.26801
H: 2.02676 5.78237 0.80309
H: -0.37732 5.05812 2.88971
H: -1.16736 3.62141 3.61489
H: -1.03004 3.73029 1.77623
H: 0.63268 2.42559 4.75139
H: 3.35251 1.62586 5.86049
H: 3.57473 0.27405 4.65313
H: 2.04420 0.52204 5.52445
H: 4.00039 1.09606 2.56849
H: 4.56538 2.10903 0.41327
H: 3.29441 3.16387 -0.45699
H: 2.86288 1.52289 -0.23635
H: 1.49342 3.41931 -4.06462
H: 1.11569 2.06096 -5.09752
H: 1.53990 1.71510 -3.39757
H: -0.90927 1.43602 -5.47728
H: -3.34057 1.16279 -6.50074
H: -4.66238 1.39052 -5.29990
H: -3.46115 0.12079 -5.11725
H: -4.27188 2.82672 -3.38466
H: -4.12233 4.26966 -1.54284
H: -2.64751 5.13072 -1.26878
H: -2.92517 3.52717 -0.51217
H: -1.87462 -4.74273 2.51964
H: -0.62983 -6.00663 2.47810
H: -1.07965 -5.18377 0.98055
H: -0.65209 -3.90216 4.38180
H: 2.06889 -2.02790 6.15665
H: 0.63829 -3.06668 6.29305
H: 0.48202 -1.35561 5.76581
H: 2.96087 -1.73730 3.70139
H: 3.78533 -1.52969 1.73730
H: 2.63511 -1.34471 0.38463
H: 3.71759 -2.78427 0.42237
N: -2.11715 1.91683 7.09875
N: -2.24006 1.76010 5.71252
N: -3.32601 2.02883 5.02064
C: -3.13613 1.37920 3.89756
N: -1.94846 0.74046 3.94004
N: -1.41933 0.99128 5.11000
H: -2.76358 2.71023 7.28817
H: -2.50587 1.05789 7.50266
H: -3.83165 1.43588 3.06950

Record 2
Entry from the Open Molecules 2025 dataset: a structure of composition C20H25IrN6O4S2Se3 at a distorted geometry (wB97M-V/def2-TZVPD).

Computed properties:
**⟨S²⟩**: 6.0167
**LUMO (spin up / spin down)**: -0.268 / -0.290 hartree
**HOMO-LUMO gap (spin up / spin down)**: 6.0 / 5.8 eV
**E_HOMO (spin up / spin down)**: -0.49038 / -0.50242 Ha
**Spin multiplicity**: 5
**ΔE to the lowest compared entry with this formula, charge and spin**: 38.8 kcal/mol
**Total charge**: +2

Cartesian coordinates (Å):
Ir: -0.58298 1.38839 -0.03091
C: -4.90668 3.97569 0.90889
Se: -3.37628 3.68669 -0.25151
C: -4.17068 2.39489 -1.50981
C: -4.52658 1.09259 -0.83691
Se: -2.95158 0.08419 -0.17311
C: -2.68368 -0.95551 -1.79961
H: -5.72798 4.37459 0.31859
H: -4.59948 4.70849 1.65129
H: -5.20118 3.05689 1.40939
H: -3.43088 2.24199 -2.29701
H: -5.06188 2.85209 -1.94421
H: -5.04348 0.42289 -1.53011
H: -5.17728 1.25359 0.02489
H: -3.62288 -1.44541 -2.04601
H: -1.92868 -1.70901 -1.59991
H: -2.36498 -0.32041 -2.62171
Se: 0.63422 3.39909 3.25989
N: 1.08082 4.91499 2.54419
C: 0.69662 4.96849 1.27249
C: 0.89472 5.98439 0.31919
C: 0.48252 5.72849 -0.97021
C: -0.14198 4.51929 -1.31231
N: -0.38868 3.56609 -0.42651
C: 0.04322 3.78119 0.82829
N: -0.09428 2.80889 1.73879
H: 1.35292 6.91699 0.60389
H: 0.60982 6.48009 -1.73411
H: -0.46488 4.33829 -2.32831
O: 2.36622 -7.43891 3.35049
S: 0.95552 -7.41991 3.05879
O: 0.17822 -6.37661 3.65559
O: 0.28992 -8.62561 2.67999
C: 1.29422 -6.68051 1.31969
N: 1.85192 -7.43351 0.43139
C: 2.16742 -6.84581 -0.71391
C: 1.89962 -5.49031 -0.91831
C: 1.29492 -4.78581 0.12589
N: 1.00142 -5.42751 1.26709
C: 0.92102 -3.36351 0.11949
C: 0.40122 -2.79541 1.28759
C: -0.00728 -1.47531 1.27749
N: 0.07892 -0.71161 0.18759
C: 0.60112 -1.23651 -0.92341
C: 1.03032 -2.54701 -1.00701
H: 2.63882 -7.46921 -1.46361
H: 2.16792 -5.02661 -1.85491
H: 0.31142 -3.40611 2.17259
H: -0.43198 -1.01461 2.15919
H: 0.67162 -0.58071 -1.78251
H: 1.41932 -2.91921 -1.94051
C: 4.00272 2.70559 -0.90821
S: 2.98832 1.76779 0.28519
C: 3.92732 0.20139 0.14789
O: 1.71082 1.50729 -0.47321
H: 3.96302 2.22719 -1.88301
H: 5.02242 2.73769 -0.53811
H: 3.60742 3.71399 -0.98601
H: 4.90402 0.35499 0.59159
H: 4.02262 -0.08491 -0.89281
H: 3.40152 -0.56931 0.70059

Record 3
Entry from the Open Molecules 2025 dataset: a cluster of 2 separate species, C3H7IN in total at a distorted geometry (wB97M-V/def2-TZVPD).

Computed properties:
**LUMO**: -0.173 hartree
**HOMO-LUMO gap**: 9.1 eV
**E_HOMO**: -0.50682 Ha
**ΔE to the lowest compared entry with this formula, charge and spin**: 118.9 kcal/mol
**Total charge**: +1

Cartesian coordinates (Å):
C: -1.16538 0.35566 -0.68293
C: -0.72586 -1.00428 -1.04420
C: 0.80965 0.10967 0.76300
N: -0.45107 -0.46165 0.31705
I: -1.23314 -3.00775 -1.54376
H: -0.69358 1.20301 -1.10485
H: -2.25711 0.42746 -0.49110
H: 0.97514 -1.01675 -1.63531
H: 0.88123 0.91898 0.08563
H: 0.60212 0.62200 1.67220
H: 1.68447 -0.52805 0.65197
H: -0.98406 -0.81693 1.14578